Record 1
An isolated ion of composition C11H25N2 and charge -1, computed with ωB97M-V with the def2-TZVPD basis set.

Its energy is -14791.7979 eV. As for the net charge: -1. The value obtained for the frontier orbital gap is 4.71 eV. Its HOMO energy is -1.477 eV.

Atoms and positions in Å:
C  3.87  -2.24  0.71
C  3.65  -1.44  -0.57
C  3.42  0.06  -0.31
C  2.20  0.64  -1.03
C  1.74  1.96  -0.42
C  0.82  1.78  0.81
C  -0.62  2.22  0.55
C  -1.35  1.29  -0.42
C  -2.86  1.51  -0.48
C  -3.67  0.32  0.10
N  -3.15  -0.93  -0.27
C  -3.68  -1.95  0.53
N  -3.08  -3.25  0.15
H  3.04  -2.08  1.40
H  4.78  -1.91  1.22
H  3.95  -3.31  0.52
H  2.79  -1.85  -1.10
H  4.52  -1.58  -1.22
H  4.30  0.63  -0.60
H  3.29  0.22  0.77
H  2.44  0.79  -2.09
H  1.38  -0.08  -0.99
H  2.63  2.54  -0.13
H  1.22  2.56  -1.18
H  0.79  0.72  1.07
H  1.23  2.30  1.67
H  -0.61  3.25  0.16
H  -1.17  2.24  1.50
H  -0.91  1.40  -1.42
H  -1.20  0.25  -0.13
H  -3.19  1.69  -1.51
H  -3.12  2.42  0.09
H  -4.73  0.49  -0.25
H  -3.73  0.46  1.21
H  -4.81  -2.02  0.46
H  -3.48  -1.81  1.63
H  -3.03  -3.24  -0.86
H  -3.69  -4.01  0.42


Record 2
A 4-piece molecular cluster, C38H81N7O4 overall in a non-equilibrium geometry, computed with ωB97M-V with the def2-TZVPD basis set.

Its energy is -59321.3782 eV. Its spin multiplicity is 4. Its expectation value of S² is 3.764. As for the net charge: +1. The value obtained for the frontier orbital gap (spin up / spin down) is 7.46 / 8.08 eV. Its HOMO energy (spin up / spin down) is -10.356 / -10.977 eV.

Atoms and positions in Å:
C  8.85  -1.30  2.86
C  7.95  -0.16  3.68
C  7.27  0.95  2.64
C  5.78  1.47  3.18
N  4.85  1.34  2.00
C  3.89  0.15  2.17
C  4.76  -1.18  1.78
N  3.95  -2.41  1.45
C  2.53  -2.27  1.99
C  1.70  -3.68  1.74
O  1.38  -4.34  3.04
C  0.28  -3.64  3.73
C  1.88  -0.98  1.15
N  2.59  0.32  1.41
C  1.68  1.36  2.03
N  0.86  0.87  3.20
H  10.02  -1.06  2.95
H  8.54  -1.40  1.73
H  8.70  -2.38  3.35
H  8.66  0.39  4.46
H  7.14  -0.74  4.32
H  7.95  1.91  2.49
H  7.16  0.38  1.60
H  5.52  0.79  4.10
H  5.92  2.57  3.57
H  4.32  2.22  1.80
H  3.60  0.08  3.33
H  5.50  -1.39  2.69
H  5.44  -0.91  0.87
H  3.85  -2.43  0.39
H  4.42  -3.31  1.73
H  2.54  -2.09  3.15
H  0.73  -3.54  1.08
H  2.40  -4.42  1.12
H  0.76  -2.69  4.28
H  -0.34  -4.30  4.47
H  -0.43  -3.18  2.90
H  0.70  -0.93  1.27
H  2.06  -1.24  0.00
H  2.21  2.35  2.37
H  0.90  1.66  1.17
H  1.27  0.04  3.67
H  -0.12  0.70  2.86
C  -3.14  5.75  -1.05
C  -1.76  5.11  -0.69
C  -0.58  5.91  -1.33
C  -0.26  5.58  -2.79
C  -0.21  4.07  -3.01
C  -1.51  3.37  -2.53
N  -1.80  3.67  -1.09
O  -0.85  2.98  -0.31
C  -2.68  3.82  -3.44
C  -1.40  1.84  -2.80
C  -1.64  5.34  0.86
H  -3.86  5.01  -1.42
H  -3.64  6.18  -0.17
H  -3.05  6.54  -1.80
H  0.33  5.73  -0.75
H  -0.78  6.99  -1.26
H  -0.99  6.05  -3.45
H  0.71  6.01  -3.05
H  -0.05  3.88  -4.08
H  0.67  3.66  -2.50
H  -3.62  3.35  -3.14
H  -2.49  3.53  -4.49
H  -2.84  4.90  -3.46
H  -0.53  1.38  -2.31
H  -1.29  1.64  -3.87
H  -2.30  1.31  -2.46
H  -2.40  4.78  1.41
H  -1.77  6.41  1.10
H  -0.65  5.06  1.25
C  -3.65  4.25  -10.62
C  -3.13  5.07  -9.40
C  -2.13  6.18  -9.85
C  -0.68  5.73  -10.05
C  -0.20  4.86  -8.90
C  -1.15  3.66  -8.64
N  -2.56  4.11  -8.40
O  -2.61  4.72  -7.14
C  -1.07  2.70  -9.86
C  -0.60  2.80  -7.46
C  -4.41  5.84  -8.90
H  -3.58  3.16  -10.46
H  -4.72  4.41  -10.81
H  -3.12  4.49  -11.54
H  -2.11  6.97  -9.10
H  -2.48  6.65  -10.78
H  -0.58  5.20  -11.01
H  -0.04  6.61  -10.13
H  0.81  4.50  -9.12
H  -0.11  5.47  -8.00
H  -1.73  1.83  -9.72
H  -0.05  2.31  -9.98
H  -1.33  3.16  -10.81
H  -0.48  3.38  -6.54
H  0.39  2.39  -7.70
H  -1.26  1.96  -7.25
H  -5.16  5.14  -8.51
H  -4.87  6.40  -9.72
H  -4.17  6.56  -8.11
C  -1.02  -7.43  5.73
C  -1.41  -6.87  7.13
C  -0.79  -7.73  8.28
C  -1.56  -8.99  8.66
C  -3.05  -8.71  8.81
C  -3.64  -8.03  7.54
N  -2.90  -6.77  7.19
O  -3.24  -5.80  8.15
C  -3.59  -9.05  6.36
C  -5.16  -7.79  7.74
C  -0.68  -5.48  7.20
H  -1.88  -7.54  5.06
H  -0.35  -6.75  5.18
H  -0.51  -8.39  5.79
H  -0.71  -7.12  9.18
H  0.24  -8.01  8.02
H  -1.38  -9.78  7.92
H  -1.17  -9.37  9.61
H  -3.58  -9.65  9.00
H  -3.22  -8.08  9.69
H  -3.99  -8.62  5.45
H  -4.19  -9.94  6.60
H  -2.58  -9.43  6.14
H  -5.38  -7.17  8.62
H  -5.70  -8.73  7.88
H  -5.60  -7.29  6.86
H  -1.08  -4.78  6.45
H  0.40  -5.60  7.00
H  -0.75  -5.01  8.19


Record 3
A 5-piece molecular cluster, C15H37BNO13P2S overall, computed with ωB97M-V with the def2-TZVPD basis set.

Its energy is -74355.0741 eV. As for the net charge: -1. The value obtained for the energy relative to the best compared isomer or geometry (same formula, charge and spin) is 4.62 kcal per mole. The value obtained for the frontier orbital gap is 7.37 eV. Its HOMO energy is -4.926 eV.

Atoms and positions in Å:
N  -1.80  -4.14  1.24
C  -1.48  -3.25  0.11
C  -0.01  -2.85  0.01
C  0.58  -2.25  1.30
B  1.07  -0.67  1.24
P  -0.36  0.49  0.66
O  -1.31  0.99  1.71
P  2.64  -0.55  0.11
S  3.46  1.23  -0.26
H  -0.94  -4.53  1.62
H  -2.23  -3.62  1.99
H  -1.76  -3.77  -0.82
H  -2.10  -2.36  0.19
H  0.07  -2.13  -0.82
H  0.56  -3.74  -0.29
H  1.45  -2.84  1.61
H  -0.15  -2.32  2.11
H  1.40  -0.31  2.34
H  -1.09  -0.21  -0.35
H  0.17  1.54  -0.12
H  2.42  -1.26  -1.07
H  3.57  -1.41  0.71
C  -3.16  2.92  2.67
O  -3.76  3.89  3.57
C  -5.05  4.08  3.40
O  -5.78  3.55  2.59
O  -5.46  4.99  4.30
C  -6.85  5.29  4.22
H  -2.11  2.87  2.93
H  -3.61  1.94  2.80
H  -3.27  3.24  1.64
H  -7.45  4.40  4.41
H  -7.11  5.70  3.25
H  -7.04  6.03  5.00
C  4.11  4.75  -0.81
O  4.11  4.84  -2.24
C  5.25  5.23  -2.78
O  6.26  5.52  -2.19
O  5.11  5.24  -4.11
C  6.29  5.64  -4.81
H  3.12  4.42  -0.53
H  4.84  4.02  -0.48
H  4.33  5.73  -0.37
H  7.11  4.95  -4.61
H  6.59  6.64  -4.53
H  6.02  5.60  -5.87
C  -7.87  -1.51  0.87
O  -6.68  -2.20  0.49
C  -6.55  -3.41  1.04
O  -7.35  -3.94  1.76
O  -5.39  -3.92  0.64
C  -5.09  -5.22  1.15
H  -7.82  -0.55  0.35
H  -8.75  -2.06  0.55
H  -7.90  -1.35  1.94
H  -5.85  -5.94  0.83
H  -5.05  -5.20  2.24
H  -4.12  -5.47  0.76
C  7.11  -4.55  -1.89
O  6.98  -3.62  -2.97
C  5.99  -2.74  -2.81
O  5.25  -2.68  -1.86
O  5.96  -1.93  -3.86
C  4.94  -0.91  -3.77
H  7.94  -5.19  -2.15
H  7.32  -4.02  -0.96
H  6.20  -5.13  -1.77
H  5.09  -0.29  -2.88
H  3.96  -1.37  -3.72
H  5.04  -0.32  -4.67


Record 4
A single C4H3BrO molecule in a non-equilibrium geometry, computed with ωB97M-V with the def2-TZVPD basis set.

Its energy is -76283.4154 eV. The value obtained for the energy relative to the best compared isomer or geometry (same formula, charge and spin) is 34.29 kcal per mole. The value obtained for the frontier orbital gap is 9.50 eV. Its HOMO energy is -8.734 eV.

Atoms and positions in Å:
C  0.45  0.12  0.84
C  0.67  -1.07  0.28
C  -0.59  -0.23  -1.13
C  -0.46  0.86  -0.11
O  -1.08  -0.56  -2.13
Br  1.66  -2.56  0.72
H  0.82  0.54  1.77
H  -1.44  1.13  0.30
H  -0.04  1.77  -0.54


Record 5
A single C20H22F3N3S molecule, computed with ωB97M-V with the def2-TZVPD basis set.

Its energy is -44556.1569 eV. The value obtained for the energy relative to the best compared isomer or geometry (same formula, charge and spin) is 3.22 kcal per mole. The value obtained for the frontier orbital gap is 8.38 eV. Its HOMO energy is -7.882 eV. Its SMILES is CCc1ccc(NC(=S)N2CCN(c3cccc(C(F)(F)F)c3)CC2)cc1.

Atoms and positions in Å:
C  -8.06  -0.57  0.08
C  -7.12  -1.68  0.55
C  -5.69  -1.32  0.26
C  -4.95  -0.58  1.18
C  -3.65  -0.19  0.91
C  -3.07  -0.53  -0.31
N  -1.74  -0.21  -0.63
C  -1.04  0.91  -0.29
S  -1.73  2.23  0.42
N  0.28  0.90  -0.67
C  1.09  2.08  -0.48
C  1.89  1.96  0.83
N  2.72  0.77  0.80
C  4.02  0.81  0.32
C  4.58  1.97  -0.24
C  5.90  1.99  -0.65
C  6.71  0.88  -0.54
C  6.16  -0.27  0.01
C  6.98  -1.51  0.18
F  8.17  -1.46  -0.43
F  7.23  -1.79  1.48
F  6.35  -2.61  -0.30
C  4.85  -0.31  0.44
C  1.91  -0.40  0.63
C  1.09  -0.31  -0.68
C  -3.80  -1.29  -1.22
C  -5.09  -1.67  -0.94
H  -7.95  -0.41  -0.99
H  -9.09  -0.83  0.29
H  -7.82  0.36  0.58
H  -7.26  -1.83  1.62
H  -7.38  -2.61  0.04
H  -5.39  -0.30  2.12
H  -3.09  0.37  1.64
H  -1.38  -0.74  -1.41
H  1.77  2.16  -1.33
H  0.44  2.95  -0.44
H  1.18  1.85  1.65
H  2.49  2.85  1.01
H  4.00  2.86  -0.36
H  6.30  2.90  -1.08
H  7.73  0.89  -0.88
H  4.49  -1.22  0.90
H  1.21  -0.47  1.48
H  2.51  -1.31  0.60
H  1.77  -0.25  -1.53
H  0.47  -1.20  -0.77
H  -3.34  -1.57  -2.16
H  -5.65  -2.25  -1.66


Record 6
C16H22BF2IrN2O2Se2 as an isolated structure in a non-equilibrium geometry, computed with ωB97M-V with the def2-TZVPD basis set.

Its energy is -163665.3763 eV. Its spin multiplicity is 2. Its expectation value of S² is 0.773. As for the net charge: +1. The value obtained for the energy relative to the best compared isomer or geometry (same formula, charge and spin) is 5.15 kcal per mole. The value obtained for the frontier orbital gap (spin up / spin down) is 7.83 / 6.49 eV. Its HOMO energy (spin up / spin down) is -10.959 / -11.793 eV.

Atoms and positions in Å:
Ir  -0.43  0.05  0.25
C  0.36  0.48  -3.96
C  0.56  0.34  -2.49
O  -0.45  0.53  -1.76
C  1.89  0.05  -2.03
C  2.38  -0.06  -0.75
C  3.83  -0.29  -0.48
N  1.54  0.03  0.32
N  2.07  -0.02  1.53
C  1.13  -0.03  2.50
O  -0.13  0.02  2.25
C  1.57  -0.09  3.89
C  0.62  -0.16  4.91
C  1.03  -0.23  6.23
C  2.38  -0.24  6.54
C  3.33  -0.17  5.53
C  2.93  -0.10  4.20
H  -0.67  0.73  -4.19
H  0.62  -0.47  -4.45
H  1.02  1.24  -4.37
H  2.62  -0.06  -2.82
H  4.38  -0.35  -1.42
H  3.96  -1.21  0.08
H  4.24  0.52  0.12
H  -0.43  -0.17  4.66
H  0.29  -0.29  7.02
H  2.70  -0.30  7.57
H  4.39  -0.18  5.77
H  3.66  -0.05  3.41
C  -3.67  0.28  -1.20
Se  -2.90  0.05  0.56
C  -3.17  1.86  1.27
C  -2.46  2.95  0.50
Se  -0.53  2.84  0.75
C  -0.03  4.05  -0.67
H  -4.74  0.39  -1.10
H  -3.44  -0.64  -1.75
H  -3.22  1.12  -1.72
H  -2.84  1.80  2.30
H  -4.25  2.01  1.27
H  -2.79  3.93  0.85
H  -2.66  2.88  -0.57
H  -0.42  5.04  -0.43
H  -0.42  3.71  -1.63
H  1.05  4.09  -0.70
F  -1.36  -2.67  -0.49
B  -0.43  -1.96  0.15
F  0.53  -2.67  0.74